(1)
Molecular formula: C26H47Br2Cl11N2O2
Method: DFT, ωB97M-V with the def2-TZVPD basis set

* Kohn-Sham gap: 9.42 eV
* SMILES string: COCCCCC[C@]1(/C(Br)=C(/C)Br)C(=O)N[C@@H](CCCN)[C@@H]1Cl.ClCCCl.ClCCCl.ClCCCl.ClCCCl.ClCCCl
* net charge: 0
* spin multiplicity: 1
* relative energy (zero: lowest compared OMol25 entry of this formula, charge and spin): 309.3 kJ/mol

Each line ends with the Löwdin charge.
Positions of all 90 atoms, in Å:
C (2.18, 2.99, 5.39)  -0.1238
O (1.71, 1.93, 4.54)  -0.2578
C (0.30, 1.67, 4.69)  -0.2232
C (-0.58, 2.09, 3.40)  -0.1453
C (0.05, 3.30, 2.57)  -0.1810
C (0.56, 2.86, 1.11)  -0.1760
C (2.12, 3.21, 0.97)  -0.1413
C (2.87, 2.33, -0.16)  -0.3396
C (4.21, 3.14, -0.43)  -0.5488
Br (4.29, 4.43, -1.95)  0.7319
C (5.37, 3.07, 0.35)  -0.6617
C (6.68, 3.94, 0.04)  -0.1732
Br (5.47, 1.90, 1.93)  0.7060
C (1.77, 2.39, -1.35)  -0.3842
O (1.25, 3.37, -1.90)  0.0325
N (1.31, 1.07, -1.77)  0.0914
C (1.73, 0.03, -0.80)  -0.3471
C (2.08, -1.44, -1.31)  -0.1263
C (0.86, -2.44, -0.97)  -0.2045
C (0.76, -2.76, 0.61)  -0.2657
N (-0.34, -1.97, 1.28)  -0.0228
C (2.93, 0.75, 0.03)  -0.4623
Cl (2.52, 0.19, 1.76)  0.6180
H (2.80, 3.74, 4.77)  0.0933
H (1.36, 3.59, 5.90)  0.0923
H (2.86, 2.56, 6.20)  0.0954
H (-0.17, 2.13, 5.61)  0.1141
H (0.17, 0.54, 4.79)  0.1199
H (-1.57, 2.47, 3.82)  0.1078
H (-0.78, 1.16, 2.78)  0.0994
H (-0.77, 4.08, 2.43)  0.0440
H (0.91, 3.84, 3.08)  0.0991
H (0.37, 1.75, 0.91)  0.0888
H (-0.08, 3.42, 0.36)  0.1087
H (2.16, 4.29, 0.58)  0.1342
H (2.68, 3.22, 1.96)  0.0971
H (6.92, 3.95, -1.06)  0.0498
H (6.57, 4.98, 0.50)  0.0904
H (7.57, 3.45, 0.57)  0.0645
H (1.57, 0.75, -2.71)  0.1339
H (0.87, -0.12, -0.07)  0.0828
H (2.19, -1.44, -2.44)  0.1116
H (3.03, -1.76, -0.79)  0.1154
H (1.01, -3.44, -1.51)  0.1003
H (-0.14, -2.05, -1.36)  0.0250
H (0.53, -3.87, 0.78)  0.0709
H (1.75, -2.53, 1.12)  0.0856
H (-0.81, -1.41, 0.56)  0.0523
H (0.08, -1.28, 1.91)  0.0197
H (3.94, 0.36, -0.31)  0.1217
Cl (-0.50, 7.50, 1.28)  0.5349
C (-1.61, 7.14, -0.07)  -0.6597
C (-2.97, 6.68, 0.41)  -0.6548
Cl (-2.90, 5.07, 1.17)  0.5706
H (-1.14, 6.40, -0.71)  0.0691
H (-1.72, 8.07, -0.64)  0.0718
H (-3.66, 6.60, -0.43)  0.0721
H (-3.40, 7.37, 1.14)  0.0679
Cl (-1.17, -5.89, -1.21)  0.5279
C (-2.38, -5.06, -0.20)  -0.6695
C (-2.27, -5.45, 1.26)  -0.7734
Cl (-2.77, -7.14, 1.54)  0.5440
H (-3.37, -5.28, -0.60)  0.0344
H (-2.20, -3.99, -0.31)  0.0629
H (-2.93, -4.83, 1.86)  0.0478
H (-1.25, -5.33, 1.63)  -0.0579
Cl (-1.11, -4.67, 3.64)  0.6678
C (0.32, -5.00, 4.64)  -0.6128
C (1.61, -4.80, 3.88)  -0.6494
Cl (1.85, -6.02, 2.61)  0.5563
H (0.24, -6.02, 5.03)  0.0729
H (0.28, -4.32, 5.49)  0.0726
H (2.46, -4.88, 4.56)  0.0726
H (1.65, -3.81, 3.41)  0.0554
Cl (-1.48, -2.13, -3.37)  0.5947
C (-1.53, -3.47, -4.54)  -0.6351
C (-2.94, -3.97, -4.77)  -0.6561
Cl (-3.61, -4.79, -3.33)  0.5718
H (-0.88, -4.27, -4.16)  0.0631
H (-1.11, -3.10, -5.47)  0.0733
H (-2.95, -4.70, -5.58)  0.0769
H (-3.62, -3.16, -5.04)  0.0129
Cl (-4.27, -0.75, -6.44)  0.5583
C (-5.39, -1.10, -7.78)  -0.6588
C (-6.74, -1.57, -7.29)  -0.6635
Cl (-6.66, -3.18, -6.54)  0.5434
H (-4.91, -1.84, -8.43)  0.0691
H (-5.50, -0.18, -8.35)  0.0720
H (-7.43, -1.65, -8.13)  0.0719
H (-7.16, -0.88, -6.57)  0.0695

---

(2)
Molecular formula: C26H47CdCl3N3O4Si
Method: DFT, ωB97M-V with the def2-TZVPD basis set

* Kohn-Sham gap: 6.77 eV
* net charge: -1
* spin multiplicity: 1
* relative energy (zero: lowest compared OMol25 entry of this formula, charge and spin): 0.0 kJ/mol

Each line ends with the Löwdin charge.
Positions of all 85 atoms, in Å:
C (-1.28, -3.99, -0.14)  -0.0551
C (0.14, -3.94, -0.61)  -0.2302
H (-1.88, -4.72, -0.70)  0.0564
H (-1.75, -3.00, -0.23)  0.0213
H (-1.33, -4.27, 0.93)  0.0894
C (0.70, -4.78, -1.49)  -0.1352
C (-0.01, -5.90, -2.18)  -0.1164
H (1.76, -4.66, -1.74)  0.0996
H (-1.07, -5.93, -1.93)  0.0511
H (0.43, -6.88, -1.90)  0.0649
H (0.09, -5.82, -3.27)  0.0627
Cd (-0.49, 0.10, 0.57)  1.1010
Cl (0.46, -0.80, 2.73)  -0.3118
Cl (-2.83, -0.46, -0.05)  -0.2043
C (2.87, 0.61, 0.65)  -0.3382
O (1.99, 1.18, -0.01)  -0.0684
N (4.20, 0.72, 0.44)  -0.1883
C (4.72, 1.60, -0.59)  -0.0501
C (5.18, 0.11, 1.32)  -0.0590
H (2.63, -0.05, 1.51)  0.0570
H (3.88, 2.07, -1.12)  0.0836
H (5.32, 1.02, -1.30)  0.0837
H (5.36, 2.36, -0.13)  0.0814
H (4.67, -0.53, 2.05)  0.0929
H (5.74, 0.90, 1.86)  0.0814
H (5.89, -0.49, 0.74)  0.0768
H (-1.52, -2.30, -2.71)  0.0847
H (0.92, -2.67, -3.67)  0.0795
C (-1.50, -1.30, -3.17)  -0.0712
C (0.69, -1.72, -4.19)  -0.0719
N (-0.13, -0.87, -3.35)  -0.1953
H (-2.04, -0.61, -2.51)  0.0058
C (0.36, 0.29, -2.83)  -0.3503
O (-0.27, 1.06, -2.10)  -0.0767
H (1.62, -1.20, -4.42)  0.0791
H (1.41, 0.47, -3.14)  0.1316
H (-1.99, -1.37, -4.15)  0.0825
H (0.15, -1.96, -5.11)  0.0804
O (0.55, -1.60, -0.62)  -0.3327
C (0.94, -2.75, -0.05)  -0.5173
C (3.17, -2.35, -1.22)  -0.0387
C (2.47, -2.88, -0.13)  -0.1745
H (2.61, -1.82, -1.99)  0.0999
C (4.56, -2.48, -1.28)  -0.1061
H (0.67, -2.72, 1.02)  0.0489
C (3.15, -3.47, 0.93)  -0.0367
H (5.10, -2.05, -2.13)  0.0938
C (5.23, -3.15, -0.25)  -0.1399
C (4.53, -3.63, 0.86)  -0.1075
H (2.57, -3.78, 1.80)  0.1172
H (6.32, -3.26, -0.30)  0.0877
H (5.05, -4.13, 1.67)  0.0919
Si (-7.25, 0.10, 0.50)  0.0873
Cl (-7.32, -1.89, -0.10)  0.2785
C (-6.95, 1.09, -1.06)  -0.2211
C (-5.88, 0.19, 1.76)  -0.2368
C (-8.91, 0.52, 1.26)  -0.2302
H (-6.01, 0.78, -1.53)  0.0307
H (-6.89, 2.16, -0.83)  0.0290
H (-7.77, 0.93, -1.78)  0.0255
H (-9.72, 0.41, 0.53)  0.0235
H (-8.92, 1.56, 1.62)  0.0268
H (-9.14, -0.13, 2.11)  0.0252
H (-4.90, -0.08, 1.32)  -0.0735
H (-6.09, -0.50, 2.59)  0.0306
H (-5.80, 1.21, 2.17)  0.0304
O (-0.58, 2.37, 0.63)  -0.1004
C (-0.18, 3.40, 1.20)  -0.4374
C (-0.09, 3.51, 2.72)  -0.0922
C (1.20, 4.11, 3.29)  -0.1924
C (1.24, 5.64, 3.22)  -0.2248
C (1.43, 6.17, 1.81)  -0.2025
C (0.24, 5.85, 0.91)  -0.1812
N (0.20, 4.46, 0.45)  0.0871
H (-0.97, 4.10, 3.04)  0.1287
H (-0.21, 2.48, 3.11)  0.1066
H (1.27, 3.81, 4.34)  0.1126
H (2.07, 3.68, 2.78)  0.1214
H (0.31, 6.03, 3.64)  0.1112
H (2.07, 5.99, 3.84)  0.1063
H (1.55, 7.26, 1.85)  0.1066
H (2.34, 5.75, 1.37)  0.1183
H (-0.70, 6.09, 1.43)  0.1236
H (0.30, 6.47, 0.01)  0.1177
H (0.02, 4.31, -0.54)  0.1544

---

(3)
Molecular formula: C26H48N2O2PS5Se5SiTa
Method: DFT, ωB97M-V with the def2-TZVPD basis set

* Kohn-Sham gap: 6.22 eV
* net charge: 0
* spin multiplicity: 1
* relative energy (zero: lowest compared OMol25 entry of this formula, charge and spin): 54.3 kJ/mol

Each line ends with the Löwdin charge.
Positions of all 91 atoms, in Å:
Ta (2.18, -1.27, 0.36)  0.5458
O (4.28, -4.06, -5.78)  -0.0561
C (4.04, -3.62, -4.69)  -0.9539
S (4.97, -2.34, -3.90)  0.9893
C (3.94, -2.30, -2.54)  -1.1302
C (2.89, -3.18, -2.52)  -1.1473
S (1.68, -3.17, -1.27)  0.5035
S (2.69, -4.37, -3.73)  0.9779
S (4.09, -1.08, -1.31)  0.5143
Se (3.73, -2.69, 1.82)  0.0139
Se (3.84, -1.91, 3.94)  -0.0007
Se (4.66, 0.18, 3.26)  0.0208
Se (2.97, 0.71, 1.74)  0.0509
C (-1.02, -5.33, 2.28)  -0.2340
Si (0.74, -4.66, 2.11)  0.3390
C (1.58, -4.93, 3.80)  -0.2343
C (1.91, -5.47, 0.83)  -0.2815
Se (0.10, -2.39, 1.37)  0.2999
H (-1.16, -5.56, 3.36)  0.0435
H (-1.16, -6.21, 1.67)  0.0194
H (-1.69, -4.58, 1.88)  -0.0138
H (1.49, -5.93, 4.17)  0.0192
H (1.27, -4.25, 4.71)  0.0722
H (2.62, -4.67, 3.71)  -0.0484
H (2.35, -6.37, 1.35)  0.0581
H (2.79, -4.88, 0.60)  -0.0622
H (1.36, -5.66, -0.05)  -0.0199
O (0.88, 0.16, -0.37)  -0.6190
P (-0.11, 1.27, -0.95)  0.9822
C (-1.76, 0.91, -0.33)  -0.3695
C (-2.29, -0.49, -0.35)  -0.2194
C (-3.60, -0.45, -1.16)  -0.1761
C (-4.64, 0.46, -0.44)  -0.1654
C (-4.09, 1.92, -0.43)  -0.2151
C (-2.71, 1.96, -0.97)  -0.2383
C (0.55, 2.91, -0.25)  -0.3005
C (0.28, 2.99, 1.32)  -0.2207
C (-0.94, 3.79, 1.67)  -0.2115
C (-0.77, 5.25, 1.12)  -0.1869
C (-0.79, 5.19, -0.40)  -0.2116
C (0.29, 4.22, -0.99)  -0.1671
C (-0.04, 1.48, -2.77)  -0.3343
C (-0.79, 0.26, -3.37)  -0.1558
C (0.23, -0.80, -3.93)  -0.1736
C (1.48, -0.18, -4.57)  -0.1983
C (2.17, 0.63, -3.48)  -0.2240
C (1.33, 1.92, -3.21)  -0.1642
H (-1.69, 1.33, 0.74)  0.0825
H (-2.39, -0.94, 0.66)  0.0835
H (-1.56, -1.14, -0.83)  0.0657
H (-4.05, -1.43, -1.27)  0.1138
H (-3.44, -0.02, -2.13)  0.0797
H (-4.78, 0.08, 0.60)  0.0985
H (-5.59, 0.43, -0.92)  0.0925
H (-4.10, 2.31, 0.65)  0.0775
H (-4.69, 2.64, -1.07)  0.1284
H (-2.35, 3.03, -0.87)  0.1094
H (-2.83, 1.70, -2.06)  0.1134
H (1.62, 2.64, -0.31)  0.0924
H (1.13, 3.53, 1.72)  0.1064
H (0.31, 2.06, 1.88)  0.0602
H (-1.12, 3.80, 2.77)  0.1146
H (-1.87, 3.35, 1.29)  0.0665
H (0.16, 5.77, 1.54)  0.1313
H (-1.55, 5.99, 1.36)  0.1050
H (-0.49, 6.10, -0.86)  0.0905
H (-1.88, 5.13, -0.72)  0.1194
H (1.18, 4.84, -0.81)  0.1283
H (0.18, 4.09, -2.05)  0.0858
H (-0.72, 2.31, -2.85)  0.0984
H (-1.49, 0.62, -4.15)  0.1245
H (-1.47, -0.21, -2.74)  0.0460
H (-0.33, -1.49, -4.68)  0.1394
H (0.47, -1.42, -3.06)  0.0591
H (1.19, 0.50, -5.45)  0.1407
H (2.11, -1.03, -4.93)  0.1084
H (3.24, 0.85, -3.82)  0.1345
H (2.24, -0.01, -2.61)  0.0115
H (1.38, 2.40, -4.21)  0.1289
H (1.81, 2.56, -2.51)  0.0829
C (0.26, -0.19, 4.52)  -0.0968
N (-0.89, 0.12, 3.67)  -0.0572
C (-1.88, 0.97, 3.97)  -0.8892
N (-1.79, 1.65, 5.14)  0.1119
S (-3.20, 1.27, 2.96)  0.6335
H (0.85, -0.94, 3.94)  0.0193
H (-0.08, -0.68, 5.47)  0.1041
H (0.90, 0.68, 4.68)  0.0819
H (-1.03, -0.54, 2.91)  0.0243
H (-1.08, 1.59, 5.81)  0.0763
H (-2.52, 2.27, 5.28)  0.0557

---

Question: spin multiplicity of number 3 (C26H48N2O2PS5Se5SiTa)?
Answer: 1

---

Question: What is the net charge in the first record?
Answer: 0